The following is a quantum chemistry calculation of a cluster of 6 separate species, C18H47NO6 in total in a non-equilibrium geometry, from OMol25.

For the energy relative to the best compared isomer or geometry (same formula, charge and spin), the calculation gives 0.0 kcal per mole. Its molar mass is 373.58 Da. The value obtained for the calculated total energy is -33201.977 eV. For the HOMO-LUMO gap, the calculation gives 8.30 eV.

Last column: Löwdin charge in e.
Positions of all 72 atoms, in Å:
C (-2.204, -2.855, 2.439)  -0.0255
C (-2.250, -2.137, 1.088)  -0.4905
C (-1.307, -2.829, 0.103)  -0.0542
C (-3.647, -2.126, 0.465)  -0.1291
C (-3.896, -0.977, -0.521)  -0.1832
C (-3.482, 0.376, 0.032)  -0.1474
C (-2.027, 0.381, 0.477)  -0.5096
C (-1.080, 0.359, -0.754)  -0.0085
C (-1.806, 1.671, 1.273)  -0.0233
N (-1.812, -0.735, 1.411)  -0.0754
O (-0.455, -0.758, 1.843)  -0.0538
H (-2.748, -2.282, 3.188)  0.0898
H (-2.640, -3.843, 2.263)  0.0885
H (-1.204, -2.994, 2.845)  0.0738
H (-1.440, -3.914, 0.166)  0.0898
H (-1.395, -2.558, -0.949)  0.0794
H (-0.275, -2.642, 0.412)  0.0682
H (-3.861, -3.016, -0.130)  0.1204
H (-4.399, -2.067, 1.258)  0.1203
H (-3.362, -1.135, -1.465)  0.1060
H (-4.951, -1.011, -0.804)  0.1121
H (-4.130, 0.626, 0.878)  0.1250
H (-3.643, 1.095, -0.774)  0.1197
H (-1.630, 0.560, -1.676)  0.0875
H (-0.484, -0.550, -0.795)  0.0641
H (-0.412, 1.225, -0.741)  0.0515
H (-0.773, 1.764, 1.604)  0.0726
H (-2.426, 1.595, 2.168)  0.0913
H (-2.107, 2.521, 0.660)  0.0786
H (0.045, -0.269, 1.161)  0.0530
C (0.858, 3.511, -1.906)  -0.0808
C (0.052, 4.743, -2.338)  -0.4749
C (-1.358, 4.672, -1.737)  -0.0488
O (0.749, 5.909, -1.898)  -0.0547
H (0.805, 3.465, -0.812)  0.0783
H (1.929, 3.587, -2.108)  0.0785
H (0.508, 2.628, -2.441)  0.0759
H (-0.014, 4.743, -3.425)  0.1357
H (-2.104, 5.215, -2.304)  0.0764
H (-1.290, 4.915, -0.675)  0.0806
H (-1.610, 3.604, -1.712)  0.0609
H (0.967, 5.808, -0.967)  0.0814
C (3.017, 0.351, -0.791)  -0.0447
C (3.115, 0.736, 0.659)  -0.4626
C (3.706, 2.162, 0.837)  -0.0363
O (1.831, 0.712, 1.250)  -0.0617
H (3.888, 0.599, -1.400)  0.0944
H (2.162, 0.829, -1.276)  0.0678
H (2.937, -0.732, -0.896)  0.0584
H (3.805, 0.037, 1.147)  0.1401
H (3.550, 2.448, 1.877)  0.0573
H (3.230, 2.911, 0.205)  0.0666
H (4.776, 2.163, 0.615)  0.0815
H (1.854, 0.882, 2.199)  0.0499
C (1.485, -2.141, -2.882)  -0.0415
C (1.637, -3.080, -1.676)  -0.4940
C (0.853, -4.377, -1.880)  -0.0612
O (3.017, -3.368, -1.484)  -0.0526
H (1.602, -1.093, -2.621)  0.0481
H (0.452, -2.180, -3.241)  0.0735
H (2.123, -2.509, -3.684)  0.0889
H (1.279, -2.547, -0.787)  0.1022
H (0.547, -4.770, -0.902)  0.0685
H (1.409, -5.164, -2.381)  0.0821
H (-0.098, -4.192, -2.385)  0.0719
H (3.127, -3.850, -0.660)  0.0927
O (2.336, 1.149, 4.117)  -0.0370
H (3.210, 1.529, 3.958)  0.0555
H (2.117, 1.398, 5.023)  0.0719
O (1.195, -1.714, 4.303)  -0.0659
H (1.699, -0.895, 4.244)  -0.0121
H (0.447, -1.567, 3.708)  -0.0011

Forces on atoms 1 to 3 (eV/Å):
C -0.335 -0.390 -0.423
C 1.013 0.708 -0.504
C 0.662 -0.519 0.402

The following is a quantum chemistry calculation of a structure of composition C33H42FN4O4S4SiTi, from OMol25.

For the energy relative to the best compared isomer or geometry (same formula, charge and spin), the calculation gives 33.2 kcal per mole. The total charge is -1. Its molar mass is 781.94 Da. The value obtained for the calculated total energy is -126111.074 eV. For the HOMO-LUMO gap, the calculation gives 7.31 eV.

Last column: Löwdin charge in e.
Positions of all 90 atoms, in Å:
Ti (-0.016, -0.291, -0.540)  0.9674
C (-0.028, -0.598, 2.883)  -0.1546
N (-0.763, -0.519, 1.620)  -0.0188
C (-2.030, -0.310, 1.706)  -0.1028
C (-2.767, -0.016, 0.533)  -0.3416
C (-4.124, 0.089, 0.270)  -0.0344
C (-4.231, 0.308, -1.113)  -0.0816
C (-2.935, 0.322, -1.615)  -0.1783
N (-2.039, 0.159, -0.619)  -0.0785
C (-0.657, -1.429, 3.983)  -0.2210
C (-0.322, -1.137, 5.302)  -0.0557
C (-0.786, -1.931, 6.341)  -0.0927
C (-1.595, -3.027, 6.069)  -0.0763
C (-1.944, -3.318, 4.758)  -0.0466
C (-1.479, -2.518, 3.723)  -0.0449
H (0.116, 0.421, 3.250)  0.0964
H (0.970, -0.989, 2.685)  0.0952
H (-2.539, -0.332, 2.670)  0.1484
H (-4.924, -0.015, 0.987)  0.1020
H (-5.136, 0.417, -1.688)  0.0865
H (-2.599, 0.400, -2.637)  0.0514
H (0.315, -0.284, 5.516)  0.1061
H (-0.512, -1.696, 7.363)  0.0943
H (-1.941, -3.664, 6.872)  0.1029
H (-2.535, -4.195, 4.520)  0.0959
H (-1.730, -2.780, 2.705)  0.1100
C (0.594, 4.636, -0.119)  -0.1806
Si (0.379, 2.989, 0.792)  0.3916
C (-1.463, 2.887, 1.080)  -0.1579
C (1.146, 3.204, 2.506)  -0.1593
N (1.076, 1.604, -0.035)  -0.1430
C (2.418, 1.712, -0.352)  -0.3350
C (3.324, 2.760, -0.060)  -0.0608
C (4.642, 2.739, -0.492)  -0.1007
C (5.155, 1.685, -1.235)  -0.1099
C (4.314, 0.618, -1.527)  -0.0242
C (3.024, 0.678, -1.070)  -0.2537
F (2.185, -0.371, -1.323)  -0.0874
H (0.276, 5.434, 0.560)  0.0310
H (-0.063, 4.663, -0.990)  -0.0003
H (1.604, 4.871, -0.450)  0.0168
H (-1.781, 3.891, 1.378)  0.0397
H (-1.727, 2.212, 1.892)  0.0224
H (-2.031, 2.601, 0.195)  0.0195
H (0.721, 4.077, 3.007)  0.0326
H (2.230, 3.328, 2.481)  0.0188
H (0.938, 2.334, 3.131)  0.0060
H (2.994, 3.605, 0.521)  0.0667
H (5.282, 3.575, -0.236)  0.0991
H (6.182, 1.683, -1.572)  0.0934
H (4.639, -0.241, -2.099)  0.1191
C (-1.778, 2.467, -5.230)  -0.5228
C (-1.850, 3.001, -3.804)  -0.5203
S (-0.605, 2.425, -2.624)  0.8508
C (0.924, 3.014, -3.379)  -0.4999
C (1.539, 2.147, -4.491)  -0.4955
S (1.469, 0.383, -4.081)  0.8875
C (0.815, -0.382, -5.586)  -0.5260
C (-0.347, 0.283, -6.318)  -0.5443
S (-1.839, 0.653, -5.356)  0.8805
H (-0.872, 2.811, -5.725)  0.0524
H (-2.619, 2.878, -5.792)  0.0690
H (-2.793, 2.700, -3.342)  0.0636
H (-1.843, 4.094, -3.833)  0.0785
H (1.620, 3.070, -2.542)  0.0527
H (0.777, 4.037, -3.736)  0.0870
H (2.574, 2.465, -4.633)  0.0740
H (1.027, 2.305, -5.437)  0.0402
H (0.505, -1.370, -5.242)  0.0737
H (1.617, -0.530, -6.314)  0.0703
H (-0.653, -0.393, -7.118)  0.0668
H (-0.037, 1.203, -6.813)  0.0598
N (1.449, -2.029, 0.451)  0.0376
C (0.840, -3.174, 1.097)  -0.3118
C (-0.269, -3.779, 0.515)  -0.0280
C (-0.856, -4.868, 1.141)  -0.0499
C (-0.355, -5.350, 2.345)  -0.2674
C (0.758, -4.752, 2.909)  -0.0534
C (1.356, -3.666, 2.285)  -0.0442
S (-1.201, -6.695, 3.187)  0.3942
O (-2.589, -6.247, 3.218)  -0.3721
O (-0.567, -6.752, 4.495)  -0.3703
O (-0.969, -7.853, 2.341)  -0.3586
H (2.114, -1.620, 1.100)  0.0882
H (2.003, -2.347, -0.337)  0.1038
H (-0.671, -3.390, -0.412)  0.0984
H (-1.734, -5.333, 0.711)  0.1209
H (1.122, -5.126, 3.857)  0.1120
H (2.223, -3.187, 2.733)  0.1130
O (-0.113, -1.339, -1.768)  -0.3832

Forces on atoms 1 to 3 (eV/Å):
Ti 0.427 -0.722 0.364
C 0.003 -0.042 0.000
N -0.099 0.102 -0.199